C29H46ErP2 as an isolated structure. Source: OMol25; level of theory: wB97M-V/def2-TZVPD.

Each line ends with the Löwdin spin population.
Cartesian coordinates (Å):
Er: 1.41 -0.53 1.03  3.0533
C: -0.81 -0.78 2.31  -0.0053
C: -0.58 -1.98 1.54  -0.0028
C: 1.13 -1.75 3.08  -0.0033
C: 0.23 -0.65 3.27  -0.0016
C: 0.66 -2.55 1.99  -0.0018
C: -2.16 -0.18 2.50  -0.0008
H: -2.71 -0.11 1.55  -0.0001
H: -2.07 0.85 2.87  0.0000
H: -2.78 -0.75 3.22  -0.0004
C: 0.12 0.19 4.50  0.0002
H: -0.93 0.32 4.79  0.0000
H: 0.54 1.18 4.38  0.0000
H: 0.61 -0.27 5.35  0.0001
C: 2.22 -2.10 4.03  0.0001
H: 2.05 -1.60 4.99  0.0000
H: 3.21 -1.78 3.65  -0.0001
H: 2.27 -3.20 4.16  0.0000
C: 1.26 -3.82 1.52  -0.0001
H: 1.74 -4.36 2.34  0.0001
H: 2.03 -3.66 0.76  -0.0001
H: 0.49 -4.46 1.08  0.0000
C: -1.67 -2.75 0.87  0.0001
H: -1.69 -3.79 1.25  0.0000
H: -1.55 -2.80 -0.22  -0.0001
H: -2.66 -2.32 1.10  0.0000
C: -2.78 2.25 -0.46  0.0000
C: -3.69 1.26 -0.45  0.0000
C: -3.61 -0.05 -1.17  -0.0001
C: -3.14 0.02 -2.65  -0.0007
C: -1.63 -0.17 -2.95  -0.0011
C: -0.90 -0.46 -1.65  -0.0054
C: -0.78 0.69 -0.65  0.0005
C: -1.44 2.05 -1.07  0.0000
H: -4.66 -0.40 -1.26  0.0000
H: -3.55 0.91 -3.13  -0.0001
H: -3.10 -0.85 -0.62  0.0000
H: -1.50 2.05 -2.17  0.0000
H: -2.93 3.19 0.08  0.0000
H: -4.60 1.40 0.13  0.0000
H: -0.75 2.90 -0.84  0.0000
H: -1.26 0.32 0.25  0.0003
H: -1.24 -1.43 -1.22  0.0001
H: 0.27 0.94 -0.35  -0.0001
H: -3.63 -0.81 -3.17  0.0000
H: -1.59 -1.07 -3.57  -0.0002
P: -0.52 0.91 -3.85  0.0000
C: -0.32 2.71 -3.92  0.0000
C: -1.06 0.42 -5.52  0.0000
P: 1.00 -0.93 -1.98  -0.0131
C: 1.10 0.38 -3.28  -0.0001
C: 0.90 -2.32 -3.15  -0.0022
C: 2.64 -0.92 -1.16  -0.0048
H: 0.64 2.99 -3.47  0.0000
H: -1.11 3.26 -3.40  0.0000
H: -0.35 2.97 -4.97  0.0000
H: -0.78 1.21 -6.26  0.0000
H: -2.15 0.31 -5.52  0.0000
H: -0.61 -0.53 -5.84  -0.0001
H: 3.35 -0.79 -1.99  -0.0008
H: 2.87 -1.87 -0.63  -0.0004
H: 2.89 -0.03 -0.53  -0.0004
H: 1.61 1.25 -2.82  -0.0002
H: 1.67 0.03 -4.16  -0.0002
H: 1.43 -3.20 -2.78  -0.0002
H: 1.40 -1.99 -4.08  -0.0007
H: -0.13 -2.61 -3.42  0.0001
C: 3.07 3.71 3.46  0.0009
C: 3.55 2.51 3.98  -0.0005
C: 3.35 1.29 3.28  0.0003
C: 2.61 1.29 2.11  -0.0077
C: 2.12 2.48 1.57  0.0000
C: 2.36 3.72 2.24  -0.0004
H: 3.24 4.66 4.00  0.0001
H: 4.09 2.48 4.94  -0.0001
H: 3.74 0.35 3.70  0.0000
H: 1.54 2.52 0.63  0.0000
H: 1.96 4.66 1.83  -0.0001

Output
HOMO level (spin up / spin down) = -7.4 / -7.4 eV
LUMO energy (spin up / spin down) = -2.32 / -2.31 eV
Total energy = -77005.7494 eV
Relative energy (zero: lowest compared OMol25 entry of this formula, charge and spin) = 0.0 kcal per mole
Total charge = +1
Multiplicity = 4
Orbital gap (spin up / spin down) = 5.05 / 5.05 eV

***

A 4-piece molecular cluster, C29H46F6N2O8S overall. Source: OMol25; level of theory: wB97M-V/def2-TZVPD.

Each line ends with the Löwdin charge.
Cartesian coordinates (Å):
C: -0.65 -0.01 -0.09  -0.0285
C: 0.10 -0.31 -1.37  -0.2154
C: 1.49 -0.27 -1.31  -0.0325
C: 2.27 -0.47 -2.44  -0.0645
C: 1.64 -0.71 -3.64  -0.0715
C: 0.26 -0.75 -3.71  -0.0536
C: -0.54 -0.56 -2.59  -0.1733
C: -2.04 -0.60 -2.80  -0.0706
C: -2.86 -1.80 -2.27  -0.3505
C: -3.26 -1.63 -0.88  -0.2191
N: -3.61 -1.47 0.19  0.2375
C: -4.22 -2.00 -3.05  -0.1181
C: -4.85 -0.73 -3.58  -0.1416
C: -5.48 0.19 -2.50  -0.0521
C: -6.99 0.20 -2.58  -0.4532
F: -7.45 1.11 -1.66  0.1072
F: -7.45 0.61 -3.78  0.1371
C: -7.67 -1.13 -2.19  -0.5356
F: -7.07 -1.64 -1.10  0.1647
F: -8.96 -0.94 -1.91  0.1788
F: -7.58 -2.03 -3.18  0.1578
C: -2.16 -3.21 -2.31  -0.2414
C: -1.20 -3.45 -1.25  -0.2145
N: -0.40 -3.60 -0.47  0.2407
S: -1.46 -3.67 -3.91  0.6530
O: -1.93 -2.79 -4.93  -0.2229
O: -0.09 -3.99 -3.79  -0.2017
F: -2.23 -5.00 -4.10  -0.1204
H: -0.02 0.57 0.57  0.0693
H: -0.92 -0.94 0.39  0.0617
H: -1.56 0.54 -0.32  0.0710
H: 1.95 -0.05 -0.36  0.1116
H: 3.35 -0.41 -2.36  0.0996
H: 2.24 -0.83 -4.53  0.1077
H: -0.17 -0.92 -4.69  0.1062
H: -2.48 0.31 -2.37  0.1323
H: -2.20 -0.54 -3.86  0.1027
H: -4.07 -2.71 -3.85  0.1099
H: -4.91 -2.45 -2.34  0.1201
H: -4.19 -0.14 -4.21  0.1122
H: -5.65 -1.04 -4.25  0.1132
H: -5.25 -0.11 -1.49  0.1090
H: -5.19 1.22 -2.69  0.1355
H: -2.96 -3.93 -2.14  0.1463
C: 5.92 4.03 -5.15  -0.1114
O: 5.18 4.89 -4.30  -0.1902
C: 3.79 4.62 -4.30  -0.2059
C: 3.37 3.83 -3.08  -0.2037
O: 3.92 2.52 -3.09  -0.2025
C: 5.05 2.39 -2.24  -0.1128
H: 6.97 4.15 -4.90  0.0888
H: 5.64 2.98 -5.00  0.0827
H: 5.77 4.30 -6.20  0.0884
H: 3.50 4.10 -5.21  0.1260
H: 3.28 5.59 -4.28  0.1251
H: 2.28 3.72 -3.10  0.1261
H: 3.64 4.36 -2.17  0.1266
H: 4.73 2.36 -1.19  0.0884
H: 5.76 3.21 -2.38  0.0843
H: 5.54 1.45 -2.48  0.0870
C: -0.55 2.12 5.68  -0.1065
O: 0.59 2.96 5.68  -0.1865
C: 1.74 2.34 5.11  -0.1987
C: 1.97 2.79 3.69  -0.2025
O: 0.94 2.36 2.82  -0.2030
C: -0.01 3.36 2.52  -0.1111
H: -1.42 2.74 5.91  0.0885
H: -0.71 1.64 4.71  0.0836
H: -0.46 1.35 6.45  0.0855
H: 1.65 1.25 5.15  0.1155
H: 2.60 2.63 5.72  0.1272
H: 2.90 2.34 3.33  0.1240
H: 2.08 3.88 3.64  0.1262
H: 0.41 4.08 1.80  0.0885
H: -0.35 3.90 3.41  0.0855
H: -0.87 2.88 2.06  0.0842
C: 2.54 -1.91 4.60  -0.1089
O: 1.88 -1.61 5.82  -0.2039
C: 0.70 -2.39 6.02  -0.2046
C: 0.94 -3.54 6.97  -0.2059
O: 1.85 -4.49 6.43  -0.1890
C: 3.16 -4.37 6.94  -0.1120
H: 3.53 -1.46 4.64  0.0885
H: 2.65 -2.99 4.45  0.0853
H: 1.99 -1.48 3.75  0.0874
H: 0.32 -2.76 5.06  0.1286
H: -0.05 -1.72 6.45  0.1214
H: -0.01 -4.05 7.15  0.1256
H: 1.31 -3.16 7.93  0.1261
H: 3.22 -4.75 7.96  0.0881
H: 3.51 -3.33 6.92  0.0829
H: 3.82 -4.97 6.31  0.0888

Output
HOMO level = -9.1 eV
LUMO energy = 0.35 eV
Total energy = -77315.2311 eV
Relative energy (zero: lowest compared OMol25 entry of this formula, charge and spin) = 0.0 kcal per mole
SMILES = Cc1ccccc1C[C@@](C#N)(CCCC(F)(F)C(F)(F)F)[C@H](C#N)S(=O)(=O)F.COCCOC.COCCOC.COCCOC
Orbital gap = 9.46 eV

***

C29H47AlF3O11 as an isolated structure. Source: OMol25; level of theory: wB97M-V/def2-TZVPD.

Each line ends with the Löwdin charge.
Cartesian coordinates (Å):
C: 6.55 -3.09 3.36  -0.1475
C: 5.60 -3.47 2.09  -0.2572
C: 5.41 -2.10 1.26  -0.2847
C: 3.87 -1.87 0.80  -0.2280
Al: 2.79 -1.26 2.41  0.2720
F: 3.69 -1.81 3.94  -0.2736
C: 0.96 -2.16 2.43  -0.2369
C: -0.10 -1.51 1.38  -0.2403
C: -1.61 -2.00 1.73  -0.1705
F: -1.58 -3.45 1.88  -0.1462
C: 2.71 0.80 2.47  -0.0993
C: 2.84 1.27 3.97  -0.4335
O: 1.91 1.61 4.72  0.0303
F: 4.16 1.30 4.51  -0.0197
H: 7.64 -2.96 3.05  0.0582
H: 6.19 -2.11 3.80  0.0579
H: 6.52 -3.92 4.16  0.0620
H: 4.59 -3.85 2.49  0.0927
H: 6.10 -4.29 1.48  0.0875
H: 5.76 -1.22 1.90  0.0858
H: 6.13 -2.17 0.37  0.0931
H: 3.90 -1.04 -0.01  0.0348
H: 3.44 -2.83 0.32  0.0541
H: 1.12 -3.24 2.05  0.0547
H: 0.49 -2.23 3.48  0.0623
H: 0.12 -1.91 0.32  0.1028
H: 0.00 -0.36 1.39  0.0886
H: -2.35 -1.75 0.89  0.0910
H: -1.99 -1.58 2.71  0.1109
H: 3.67 1.16 1.95  0.0607
H: 1.76 1.16 1.96  0.0633
O: 4.78 -6.51 -0.67  0.1173
C: 4.43 -7.00 0.37  -0.4775
O: 4.64 -6.43 1.59  0.0119
C: 4.21 -7.34 2.62  -0.1591
C: 3.23 -8.26 1.95  -0.1685
C: 3.76 -8.34 0.53  -0.0883
H: 5.09 -7.87 3.00  0.1265
H: 3.75 -6.77 3.43  0.1321
H: 3.14 -9.23 2.44  0.1136
H: 2.23 -7.80 1.93  0.1232
H: 4.51 -9.13 0.42  0.1293
H: 2.96 -8.47 -0.20  0.1254
O: 5.23 0.81 -1.26  0.1251
C: 5.67 1.83 -0.81  -0.4743
O: 5.65 2.15 0.52  0.0230
C: 6.17 3.47 0.70  -0.1628
C: 7.01 3.74 -0.53  -0.1716
C: 6.29 2.95 -1.60  -0.0861
H: 5.32 4.16 0.78  0.1292
H: 6.75 3.51 1.62  0.1285
H: 7.11 4.80 -0.76  0.1134
H: 8.01 3.33 -0.39  0.1191
H: 5.49 3.53 -2.07  0.1313
H: 6.98 2.57 -2.35  0.1252
O: -4.43 -0.78 -0.82  0.0945
C: -3.64 -0.69 -1.73  -0.4888
O: -2.41 -0.12 -1.62  0.0250
C: -1.79 -0.08 -2.92  -0.1508
C: -2.49 -1.15 -3.73  -0.1643
C: -3.89 -1.13 -3.15  -0.0822
H: -1.93 0.92 -3.34  0.1285
H: -0.72 -0.28 -2.82  0.1324
H: -2.46 -0.96 -4.80  0.1172
H: -2.03 -2.12 -3.54  0.1235
H: -4.53 -0.39 -3.64  0.1325
H: -4.35 -2.11 -3.18  0.1279
O: -3.44 3.72 -2.24  0.1100
C: -4.34 3.68 -1.45  -0.4749
O: -5.34 4.61 -1.38  0.0148
C: -6.18 4.32 -0.26  -0.1657
C: -5.97 2.85 0.03  -0.1542
C: -4.52 2.64 -0.37  -0.0679
H: -5.88 4.95 0.58  0.1283
H: -7.22 4.54 -0.52  0.1177
H: -6.18 2.58 1.06  0.1222
H: -6.62 2.25 -0.62  0.1229
H: -3.84 2.86 0.45  0.1456
H: -4.36 1.64 -0.76  0.0974
O: -10.82 6.48 -1.05  0.1163
C: -10.20 6.27 -2.06  -0.4840
O: -9.79 5.04 -2.47  0.0227
C: -8.98 5.17 -3.64  -0.1624
C: -9.37 6.50 -4.25  -0.1654
C: -9.72 7.32 -3.03  -0.0830
H: -7.93 5.14 -3.35  0.1246
H: -9.19 4.34 -4.32  0.1270
H: -8.59 6.94 -4.87  0.1190
H: -10.26 6.37 -4.88  0.1198
H: -8.84 7.82 -2.61  0.1352
H: -10.51 8.05 -3.24  0.1273

Output
HOMO level = -4.7 eV
LUMO energy = 1.72 eV
Total energy = -68111.1233 eV
Total charge = -1
Orbital gap = 6.44 eV

***

A 12-piece molecular cluster, C29H47B2Cl33N2O overall. Source: OMol25; level of theory: wB97M-V/def2-TZVPD.

Each line ends with the Löwdin charge.
Cartesian coordinates (Å):
C: -1.30 -4.39 -5.29  -0.0898
N: -0.56 -5.36 -4.47  -0.1392
C: 0.04 -6.43 -5.26  -0.0981
B: 0.45 -4.68 -3.63  -0.4900
O: 1.48 -3.97 -4.26  0.0949
B: 0.26 -4.76 -1.96  -0.0395
C: -0.05 -3.52 -1.04  -0.1752
C: -1.56 -3.58 -0.67  -0.2003
C: -1.92 -2.93 0.68  -0.1963
C: -2.32 -1.45 0.55  -0.2137
C: -1.06 -0.56 0.30  -0.1973
C: -1.02 0.68 1.22  -0.1775
C: -0.22 0.41 2.53  -0.1927
C: 1.01 1.31 2.70  -0.2037
C: 2.30 0.75 2.05  -0.1827
C: 3.07 1.80 1.23  -0.2052
C: 2.72 1.70 -0.29  -0.1449
C: 1.94 2.92 -0.79  -0.1573
N: 0.88 2.60 -1.75  -0.1009
C: 0.22 3.61 -2.38  -0.1042
C: -0.73 3.07 -3.20  -0.1934
C: -0.65 1.66 -3.05  -0.1616
C: 0.37 1.41 -2.16  -0.1172
H: -1.63 -4.85 -6.23  0.0654
H: -0.72 -3.50 -5.56  0.0324
H: -2.18 -4.05 -4.74  0.0843
H: 0.31 -6.12 -6.28  0.0501
H: 0.93 -6.86 -4.78  0.0896
H: -0.68 -7.25 -5.36  0.0822
H: 2.33 -4.35 -4.02  0.0981
H: 0.35 -5.81 -1.40  0.0169
H: 0.20 -2.57 -1.52  0.0871
H: 0.54 -3.65 -0.12  0.1017
H: -1.88 -4.63 -0.63  0.0780
H: -2.13 -3.10 -1.47  0.1171
H: -2.79 -3.47 1.07  0.1049
H: -1.08 -2.99 1.37  0.1075
H: -2.82 -1.07 1.44  0.0745
H: -2.97 -1.38 -0.33  0.0792
H: -0.14 -1.13 0.36  0.0893
H: -1.14 -0.21 -0.73  0.0825
H: -0.64 1.57 0.71  0.0984
H: -2.05 0.90 1.49  0.0497
H: -0.89 0.61 3.37  0.0506
H: 0.07 -0.64 2.59  0.1111
H: 1.19 1.37 3.78  0.0847
H: 0.79 2.33 2.38  0.0816
H: 2.96 0.45 2.86  0.0880
H: 2.08 -0.15 1.47  0.1012
H: 2.83 2.78 1.62  0.0115
H: 4.14 1.65 1.33  0.1041
H: 3.68 1.60 -0.81  0.1089
H: 2.18 0.77 -0.46  0.0842
H: 1.46 3.47 0.03  0.0324
H: 2.61 3.64 -1.26  0.1210
H: 0.43 4.66 -2.26  0.1195
H: -1.45 3.58 -3.83  0.0605
H: -1.23 0.88 -3.51  0.0867
H: 0.73 0.46 -1.80  0.1023
C: -5.67 0.71 0.77  -1.5266
Cl: -5.04 0.90 -0.87  0.5409
Cl: -5.71 -0.99 1.23  0.5511
Cl: -4.71 1.65 1.91  0.5268
H: -6.68 1.10 0.79  0.0099
C: 3.87 3.69 5.38  -1.4981
Cl: 4.54 2.07 5.25  0.5537
Cl: 3.22 4.24 3.84  0.5483
Cl: 2.61 3.75 6.61  0.4646
H: 4.67 4.36 5.68  0.0183
C: -0.33 -8.07 -9.30  -1.5488
Cl: -1.26 -6.67 -8.77  0.5349
Cl: 1.40 -7.75 -9.16  0.5228
Cl: -0.77 -9.50 -8.36  0.5235
H: -0.56 -8.26 -10.34  0.0104
C: -1.55 -8.47 0.03  -1.5365
Cl: -3.12 -8.64 0.83  0.5231
Cl: -1.69 -7.50 -1.43  0.5820
Cl: -0.37 -7.78 1.14  0.5277
H: -1.21 -9.46 -0.25  0.0109
C: 0.09 2.32 -7.57  -1.5581
Cl: -0.61 2.43 -5.95  0.6216
Cl: -0.97 1.43 -8.67  0.5140
Cl: 0.43 3.93 -8.21  0.5221
H: 1.02 1.79 -7.50  -0.0595
C: 0.65 6.24 1.80  -1.4956
Cl: 2.15 5.47 1.28  0.5644
Cl: 0.29 7.66 0.83  0.5550
Cl: -0.68 5.08 1.73  0.5667
H: 0.77 6.55 2.83  0.0179
C: -3.70 7.33 0.83  -1.5714
Cl: -4.39 7.42 2.45  0.5193
Cl: -4.77 6.45 -0.26  0.5275
Cl: -3.34 8.94 0.21  0.5134
H: -2.76 6.78 0.89  -0.0588
C: -1.81 2.18 6.38  -1.5434
Cl: -0.28 3.01 6.13  0.4601
Cl: -2.69 2.03 4.86  0.5416
Cl: -1.55 0.59 7.11  0.5382
H: -2.42 2.77 7.07  0.0014
C: 0.67 4.30 10.34  -1.5579
Cl: -0.08 4.52 11.92  0.5320
Cl: -0.44 3.52 9.21  0.5299
Cl: 1.24 5.84 9.69  0.5234
H: 1.52 3.65 10.46  -0.0657
C: 1.98 -1.61 -7.22  -1.5105
Cl: 1.08 -0.42 -6.28  0.5719
Cl: 0.98 -3.02 -7.57  0.5755
Cl: 2.58 -0.88 -8.72  0.5345
H: 2.83 -1.94 -6.64  0.0146
C: 4.85 2.66 10.78  -1.5255
Cl: 5.52 1.04 10.66  0.5385
Cl: 4.20 3.19 9.23  0.5082
Cl: 3.61 2.73 12.04  0.5505
H: 5.65 3.34 11.06  0.0137

Output
HOMO level = -8.0 eV
LUMO energy = 0.18 eV
Total energy = -450454.1217 eV
SMILES = CN(C)B(O)BCCCCCCCCCCCCn1cccc1.ClC(Cl)Cl.ClC(Cl)Cl.ClC(Cl)Cl.ClC(Cl)Cl.ClC(Cl)Cl.ClC(Cl)Cl.ClC(Cl)Cl.ClC(Cl)Cl.ClC(Cl)Cl.ClC(Cl)Cl.ClC(Cl)Cl
Orbital gap = 8.21 eV